[1]
This record from the OMol25 dataset describes a cluster of 10 separate species, C22H52N10O22 in total. The level of theory is wB97M-V/def2-TZVPD.

F_max (eV/Å): 0.74
E_HOMO (eV): -9.75
Gap between HOMO and LUMO (eV): 9.35
SMILES string: CCCOC[C@@]1([C@@H](C)CC)OC(=O)O[C@H]1CCN.C[N+](=O)[O-].C[N+](=O)[O-].C[N+](=O)[O-].C[N+](=O)[O-].C[N+](=O)[O-].C[N+](=O)[O-].C[N+](=O)[O-].C[N+](=O)[O-].C[N+](=O)[O-]
Molar mass (g mol⁻¹): 808.71

The geometry in ORCA input format:
```
! RIJCOSX wB97M-V def2-TZVPD def2/J DEFGRID3
* xyz 0 1
C 5.569 -3.202 3.830
C 4.963 -2.887 2.444
C 4.140 -1.601 2.472
O 3.205 -1.607 1.404
C 2.462 -0.415 1.324
C 0.937 -0.561 1.011
C 0.092 -0.012 2.146
C 0.322 1.511 2.249
C -1.413 -0.363 2.128
C -1.883 -0.896 3.487
O 0.777 0.307 -0.204
C 1.180 -0.426 -1.248
O 1.410 0.009 -2.335
O 1.309 -1.724 -0.908
C 0.492 -1.843 0.297
C 0.334 -3.246 0.857
C 1.410 -3.941 1.681
N 1.446 -3.381 3.034
H 4.992 -3.971 4.358
H 5.588 -2.310 4.468
H 6.595 -3.574 3.748
H 5.776 -2.784 1.714
H 4.309 -3.701 2.118
H 3.607 -1.513 3.434
H 4.812 -0.729 2.382
H 2.567 0.153 2.258
H 2.899 0.205 0.534
H 0.521 -0.454 3.058
H -0.265 2.051 1.498
H 1.375 1.768 2.116
H 0.023 1.867 3.242
H -1.980 0.553 1.899
H -1.677 -1.074 1.341
H -1.606 -0.187 4.280
H -1.424 -1.861 3.726
H -2.968 -1.049 3.516
H -0.518 -1.595 -0.060
H 0.096 -3.872 -0.016
H -0.584 -3.221 1.465
H 2.382 -3.824 1.197
H 1.167 -5.018 1.689
H 2.108 -3.879 3.617
H 0.531 -3.456 3.466
C 2.583 3.543 -0.704
N 3.166 4.092 0.551
O 2.901 3.552 1.612
O 3.860 5.080 0.443
H 1.960 2.692 -0.458
H 2.010 4.351 -1.151
H 3.407 3.268 -1.352
C 0.902 2.507 -4.545
N 0.701 3.836 -3.913
O -0.416 4.301 -3.888
O 1.687 4.373 -3.440
H -0.058 2.159 -4.907
H 1.613 2.640 -5.356
H 1.306 1.842 -3.787
C -5.125 -3.534 5.705
N -3.728 -4.038 5.586
O -3.314 -4.792 6.438
O -3.090 -3.646 4.628
H -5.566 -3.965 6.595
H -5.071 -2.451 5.758
H -5.652 -3.832 4.804
C -5.142 1.336 3.028
N -5.470 -0.104 2.846
O -5.705 -0.499 1.724
O -5.468 -0.799 3.841
H -5.180 1.817 2.059
H -5.877 1.747 3.714
H -4.150 1.381 3.468
C 4.813 5.725 -4.458
N 5.434 4.720 -5.360
O 4.718 4.148 -6.159
O 6.626 4.529 -5.242
H 3.755 5.775 -4.684
H 4.984 5.391 -3.439
H 5.313 6.673 -4.634
C -7.908 -1.206 -0.789
N -8.507 0.140 -0.979
O -8.579 0.592 -2.101
O -8.917 0.701 0.021
H -7.617 -1.591 -1.759
H -7.057 -1.093 -0.125
H -8.686 -1.805 -0.327
C 5.352 -0.805 -1.436
N 5.715 0.499 -0.810
O 4.844 1.346 -0.702
O 6.860 0.635 -0.445
H 4.309 -0.775 -1.718
H 5.999 -0.932 -2.299
H 5.547 -1.579 -0.699
C -12.284 -1.428 0.356
N -11.796 -2.558 -0.482
O -12.578 -3.108 -1.221
O -10.619 -2.848 -0.366
H -13.336 -1.281 0.144
H -12.112 -1.701 1.392
H -11.690 -0.555 0.097
C 6.502 2.936 -8.752
N 6.406 3.186 -10.216
O 5.630 4.036 -10.599
O 7.117 2.515 -10.936
H 5.818 3.597 -8.237
H 6.249 1.893 -8.587
H 7.532 3.121 -8.461
*
```

---

[2]
This record from the OMol25 dataset describes a cluster of 10 separate species, C22H52N6O18 in total in a non-equilibrium geometry. The level of theory is wB97M-V/def2-TZVPD.

F_max (eV/Å): 4.12
E_HOMO (eV): -9.34
Gap between HOMO and LUMO (eV): 3.41
ΔE to the lowest compared entry with this formula, charge and spin (kJ/mol): 821.3
Molar mass (g mol⁻¹): 688.68

The geometry in ORCA input format:
```
! RIJCOSX wB97M-V def2-TZVPD def2/J DEFGRID3
* xyz 2 1
C 3.338 -0.662 -1.553
C 3.234 0.204 -2.790
O 3.928 1.154 -2.967
N 2.122 -0.055 -3.776
H 1.223 -0.433 -3.415
H 1.772 0.873 -4.023
C 2.703 -0.778 -4.985
H 3.127 -1.726 -1.666
H 2.514 -0.409 -0.876
H 4.237 -0.406 -1.001
H 2.052 -0.451 -5.790
H 2.666 -1.853 -4.838
H 3.726 -0.462 -5.169
C -1.827 -3.658 -0.986
C -3.195 -3.139 -1.265
O -3.474 -1.989 -1.363
N -4.125 -4.226 -1.757
H -3.997 -5.187 -1.427
H -4.992 -4.129 -1.207
C -4.469 -3.969 -3.226
H -1.753 -4.081 0.021
H -1.161 -2.798 -1.023
H -1.510 -4.435 -1.680
H -3.549 -3.983 -3.809
H -4.864 -2.956 -3.251
H -5.263 -4.595 -3.626
C 4.432 -0.100 5.976
C 3.175 0.505 5.493
O 2.119 0.335 6.000
N 3.313 1.607 4.468
H 3.810 2.394 4.884
H 3.824 1.262 3.657
C 1.985 2.103 3.897
H 5.162 0.685 6.211
H 4.890 -0.746 5.224
H 4.347 -0.576 6.949
H 1.353 2.560 4.652
H 1.469 1.304 3.371
H 2.284 2.834 3.148
C -0.713 -3.953 3.975
C -0.814 -2.673 4.761
O -0.617 -2.614 5.923
N -1.145 -1.434 3.925
H -0.361 -1.113 3.347
H -1.801 -1.691 3.187
C -1.742 -0.391 4.888
H 0.159 -4.547 4.243
H -0.494 -3.694 2.935
H -1.635 -4.520 4.098
H -2.727 -0.628 5.277
H -1.815 0.538 4.320
H -1.017 -0.192 5.671
C 3.453 3.619 -0.702
C 2.245 3.703 0.141
O 2.176 4.119 1.253
N 0.954 3.291 -0.521
H 1.156 2.748 -1.358
H 0.417 2.602 0.040
C 0.227 4.562 -0.911
H 3.257 3.853 -1.747
H 3.900 2.634 -0.545
H 4.148 4.341 -0.275
H 0.302 5.330 -0.142
H -0.852 4.410 -0.904
H 0.622 4.913 -1.859
C -1.887 1.111 -3.369
C -2.923 2.137 -3.647
O -2.987 3.210 -3.130
N -3.994 1.827 -4.656
H -4.185 0.823 -4.596
H -4.924 2.168 -4.394
C -3.555 2.348 -6.017
H -1.254 1.317 -2.508
H -1.258 0.837 -4.219
H -2.349 0.169 -3.050
H -2.613 1.889 -6.310
H -3.461 3.429 -6.042
H -4.310 1.967 -6.702
O -0.460 -1.707 -5.385
C -0.566 -2.369 -4.154
O 0.097 -1.840 -3.204
O -1.207 -3.416 -4.126
H -0.891 -2.468 -5.831
O -2.108 2.302 3.046
C -2.211 3.130 4.111
O -2.939 2.736 5.052
O -1.548 4.197 4.145
H -1.415 2.531 2.425
O 1.583 -1.302 3.344
C 2.556 -2.324 3.220
O 2.824 -3.045 4.187
O 2.902 -2.496 2.023
H 1.737 -1.144 2.385
O 0.312 0.440 -0.562
C -0.168 0.318 0.725
O -0.653 -0.813 0.997
O -0.081 1.303 1.448
H 0.027 -0.497 -0.707
*
```

---

[3]
This record from the OMol25 dataset describes a structure of composition C22H52N8O12Sr in a non-equilibrium geometry. The level of theory is wB97M-V/def2-TZVPD.

F_max (eV/Å): 3.63
E_HOMO (eV): -7.38
Gap between HOMO and LUMO (eV): 5.82
Molar mass (g mol⁻¹): 708.32

The geometry in ORCA input format:
```
! RIJCOSX wB97M-V def2-TZVPD def2/J DEFGRID3
* xyz 0 1
Sr 2.113 2.298 1.295
O -0.096 2.212 0.037
C -0.305 0.916 -0.440
C 0.881 -0.131 -0.489
O 1.802 -0.117 0.565
H -0.855 0.819 -1.394
H -1.055 0.429 0.228
H 1.350 0.071 -1.470
H 0.409 -1.119 -0.607
C 1.826 1.283 -4.100
N 1.535 2.028 -5.349
O 0.429 1.937 -5.852
O 2.498 2.512 -5.917
H 1.368 0.295 -4.082
H 1.450 1.843 -3.247
H 2.894 1.109 -4.047
C -1.983 -2.484 0.891
N -3.257 -2.373 0.102
O -3.189 -2.061 -1.069
O -4.288 -2.638 0.668
H -1.908 -3.472 1.322
H -2.114 -1.642 1.567
H -1.172 -2.243 0.212
C -0.401 1.133 3.430
O 0.806 1.335 3.257
N -0.949 0.902 4.616
C -2.237 0.240 4.739
C -0.194 0.844 5.845
H -1.146 1.057 2.631
H -2.763 0.543 5.646
H -2.115 -0.845 4.757
H -2.947 0.511 3.956
H 0.872 1.029 5.719
H -0.586 1.587 6.543
H -0.241 -0.146 6.306
C -0.023 -1.507 -5.990
O 0.757 -2.245 -6.548
N -0.643 -1.720 -4.809
C -1.545 -0.782 -4.192
C -0.456 -2.958 -4.068
H -0.309 -0.490 -6.324
H -1.706 0.136 -4.753
H -1.234 -0.546 -3.166
H -2.516 -1.249 -3.985
H -0.532 -3.844 -4.694
H 0.428 -2.910 -3.431
H -1.293 -3.071 -3.371
C -3.260 2.378 1.366
O -3.321 2.328 2.593
N -4.090 1.742 0.538
C -3.927 1.739 -0.907
C -5.271 1.063 1.027
H -2.430 2.853 0.820
H -3.943 0.730 -1.312
H -3.027 2.290 -1.175
H -4.750 2.325 -1.331
H -5.289 0.042 0.626
H -5.283 0.990 2.108
H -6.194 1.502 0.637
C 2.427 -3.712 -0.853
O 2.247 -3.737 -2.049
N 3.454 -4.367 -0.243
C 3.596 -4.384 1.207
C 4.325 -5.299 -0.938
H 1.834 -3.158 -0.109
H 4.636 -4.112 1.394
H 3.315 -5.336 1.659
H 2.967 -3.636 1.692
H 4.121 -5.226 -2.000
H 5.366 -5.016 -0.746
H 4.231 -6.285 -0.478
C 0.900 4.909 -2.534
O 1.550 4.397 -3.417
N 0.516 6.208 -2.494
C -0.462 6.665 -1.517
C 0.703 7.135 -3.591
H 0.591 4.399 -1.611
H -1.420 6.942 -1.961
H -0.030 7.558 -1.055
H -0.642 5.925 -0.738
H -0.180 7.205 -4.228
H 0.973 8.118 -3.208
H 1.525 6.776 -4.212
C 1.118 -2.323 3.650
O -0.010 -2.737 3.863
N 2.153 -2.447 4.500
C 3.466 -1.873 4.263
C 1.928 -2.935 5.832
H 1.336 -1.731 2.751
H 3.489 -0.945 4.839
H 3.674 -1.613 3.224
H 4.210 -2.633 4.503
H 0.913 -3.297 5.985
H 2.605 -3.746 6.105
H 2.001 -2.148 6.593
*
```

---

[4]
This record from the OMol25 dataset describes a cluster of 3 separate species, C22H52N8O5P3 in total in a non-equilibrium geometry. The level of theory is wB97M-V/def2-TZVPD.

F_max (eV/Å): 6.42
E_HOMO (eV): -8.85
Gap between HOMO and LUMO (eV): 3.94
Molar mass (g mol⁻¹): 601.63

The geometry in ORCA input format:
```
! RIJCOSX wB97M-V def2-TZVPD def2/J DEFGRID3
* xyz 1 1
C -9.331 2.216 2.878
P -7.985 3.467 2.766
O -6.604 2.722 2.318
C -7.816 4.030 4.532
C -7.927 5.393 4.685
N -7.872 5.964 5.898
C -7.721 5.248 7.011
C -7.584 3.883 6.931
C -7.633 3.254 5.695
C -7.509 1.743 5.712
O -7.947 1.175 6.663
O -6.918 1.061 4.730
C -5.467 1.224 4.708
C -4.846 0.001 4.048
C -5.320 -0.204 2.599
N -4.378 0.486 1.703
H -10.051 2.632 3.587
H -8.984 1.267 3.293
H -9.768 2.034 1.902
H -6.596 2.613 1.360
H -8.066 6.044 3.833
H -7.990 6.969 5.936
H -7.709 5.724 7.980
H -7.472 3.338 7.856
H -5.125 1.292 5.745
H -5.153 2.128 4.182
H -5.078 -0.853 4.683
H -3.778 0.214 4.010
H -6.306 0.235 2.467
H -5.375 -1.278 2.404
H -4.862 0.650 0.830
H -3.573 -0.107 1.533
O -1.590 -0.637 -0.285
P -0.442 -0.914 -1.231
N -0.217 0.667 -1.893
C -0.774 1.241 -3.097
C 0.255 1.677 -0.958
N -1.246 -2.095 -2.221
C -1.804 -1.828 -3.534
C -2.173 -2.945 -1.475
N 1.133 -1.469 -1.835
C 2.152 -1.619 -0.788
C 1.741 -1.009 -3.056
H -0.035 1.901 -3.565
H -1.682 1.829 -2.901
H -1.020 0.496 -3.848
H 1.345 1.799 -1.026
H 0.016 1.409 0.075
H -0.208 2.647 -1.144
H -2.502 -0.980 -3.534
H -2.354 -2.699 -3.893
H -1.028 -1.663 -4.285
H -3.154 -2.471 -1.331
H -1.776 -3.190 -0.491
H -2.318 -3.888 -2.005
H 2.585 -0.653 -0.492
H 2.960 -2.273 -1.124
H 1.714 -2.077 0.105
H 2.246 -0.039 -2.943
H 1.041 -0.926 -3.884
H 2.490 -1.741 -3.368
O 5.589 -2.103 -3.390
P 7.078 -2.129 -3.144
N 7.089 -2.442 -1.442
C 7.153 -1.506 -0.343
C 6.579 -3.745 -1.040
N 7.425 -0.508 -3.667
C 7.652 0.615 -2.776
C 6.589 -0.068 -4.785
N 8.795 -2.559 -3.307
C 9.021 -3.854 -3.958
C 9.786 -2.330 -2.290
H 7.752 -1.933 0.469
H 6.159 -1.260 0.059
H 7.639 -0.572 -0.608
H 7.398 -4.461 -0.892
H 5.907 -4.162 -1.795
H 6.008 -3.685 -0.112
H 6.839 0.752 -2.049
H 7.731 1.539 -3.349
H 8.605 0.535 -2.248
H 5.609 0.300 -4.455
H 6.418 -0.879 -5.490
H 7.095 0.730 -5.331
H 8.856 -4.697 -3.272
H 10.038 -3.920 -4.350
H 8.340 -3.977 -4.806
H 9.780 -3.097 -1.503
H 9.690 -1.358 -1.811
H 10.769 -2.339 -2.766
*
```

---

[5]
This record from the OMol25 dataset describes a cluster of 6 separate species, C22H54Br2O5 in total in a non-equilibrium geometry. The level of theory is wB97M-V/def2-TZVPD.

F_max (eV/Å): 2.20
E_HOMO (eV): -9.36
Gap between HOMO and LUMO (eV): 9.82
SMILES string: BrCCBr.CCOCC.CCOCC.CCOCC.CCOCC.CCOCC
Molar mass (g mol⁻¹): 558.48

The geometry in ORCA input format:
```
! RIJCOSX wB97M-V def2-TZVPD def2/J DEFGRID3
* xyz 0 1
Br 0.601 1.856 1.906
C -0.444 0.469 0.995
C -1.223 -0.365 2.045
Br -2.230 -1.785 1.059
H 0.311 -0.013 0.374
H -1.184 0.962 0.364
H -1.863 0.300 2.625
H -0.446 -0.805 2.670
C -3.295 3.480 5.623
C -4.339 2.373 5.621
O -3.624 1.201 6.142
C -4.511 0.115 6.381
C -3.729 -1.149 6.728
H -2.443 3.212 4.997
H -3.831 4.355 5.254
H -2.906 3.614 6.632
H -5.151 2.623 6.303
H -4.760 2.340 4.616
H -5.258 0.326 7.146
H -5.086 -0.089 5.478
H -3.263 -1.047 7.708
H -2.950 -1.332 5.989
H -4.417 -1.993 6.772
C 10.328 0.428 -0.027
C 8.856 0.849 -0.046
O 8.141 0.230 1.025
C 6.791 0.632 1.122
C 5.963 -0.369 1.853
H 10.682 0.576 0.993
H 10.422 -0.631 -0.266
H 10.905 1.036 -0.724
H 8.765 1.921 0.129
H 8.540 0.723 -1.082
H 6.854 1.542 1.719
H 6.372 0.823 0.134
H 6.018 -1.398 1.499
H 4.906 -0.116 1.930
H 6.316 -0.481 2.879
C -6.578 -1.891 -2.286
C -5.981 -0.948 -3.342
O -4.620 -1.342 -3.308
C -3.776 -1.030 -4.429
C -2.351 -1.085 -3.965
H -6.344 -1.645 -1.250
H -7.667 -1.907 -2.331
H -6.283 -2.933 -2.406
H -6.461 -1.194 -4.289
H -6.090 0.099 -3.060
H -3.901 -1.728 -5.256
H -4.054 -0.070 -4.865
H -1.686 -0.866 -4.800
H -2.230 -2.070 -3.515
H -2.165 -0.325 -3.205
C -0.993 4.248 -3.356
C -2.480 4.505 -2.969
O -2.837 3.517 -2.052
C -4.129 3.648 -1.522
C -4.366 2.552 -0.485
H -0.767 4.881 -4.215
H -0.306 4.512 -2.552
H -0.809 3.250 -3.754
H -2.531 5.476 -2.476
H -3.110 4.477 -3.858
H -4.221 4.580 -0.965
H -4.895 3.551 -2.292
H -5.383 2.327 -0.166
H -3.696 2.586 0.374
H -4.102 1.627 -0.998
C 6.143 -3.761 -2.505
C 4.845 -3.865 -3.348
O 3.959 -4.641 -2.556
C 2.940 -3.905 -1.815
C 2.281 -4.839 -0.681
H 6.752 -3.057 -3.072
H 5.924 -3.348 -1.520
H 6.704 -4.677 -2.320
H 4.454 -2.878 -3.595
H 4.906 -4.364 -4.315
H 3.465 -3.080 -1.335
H 2.280 -3.544 -2.604
H 2.966 -5.179 0.095
H 1.951 -5.753 -1.175
H 1.428 -4.329 -0.234
*
```